A structure of composition C5H6FIO at a distorted geometry, computed with ωB97M-V/def2-TZVPD.

```
14
C5H6FIO | OMol25 | ωB97M-V/def2-TZVPD
C 0.01361 2.55728 0.42300
C -0.26417 1.31411 0.79805
C 0.20325 -1.42994 0.42808
C 0.64036 -2.18573 -0.78211
C -0.45280 0.21713 -0.13290
O 0.35337 -1.54563 1.60265
F -0.16877 0.60042 -1.39354
I -2.67752 0.05061 -0.15453
H 0.16669 3.23586 1.25080
H 0.37661 2.98991 -0.49198
H -0.31396 0.96149 1.83323
H 1.44746 -2.88080 -0.62651
H -0.27924 -2.58103 -1.19022
H 0.95509 -1.30369 -1.56402
```

E_HOMO ... -9.17 eV

A structure of composition C31H31BrN3O3PdS2, computed with ωB97M-V/def2-TZVPD.

```
72
C31H31BrN3O3PdS2 | OMol25 | ωB97M-V/def2-TZVPD
Pd 0.83074 0.20548 1.21554
C 6.16500 -1.23731 -0.34117
C 5.34721 -0.94823 0.84636
C 5.77462 -1.19266 2.16325
C 4.92865 -0.89819 3.19425
C 3.64332 -0.35435 2.90031
Br 2.52115 0.03525 4.28415
N 3.20921 -0.10036 1.64794
C 4.02152 -0.39014 0.66562
H 7.15276 -1.61443 -0.09371
H 6.25844 -0.33789 -0.96148
H 5.64515 -1.97055 -0.97220
H 6.75793 -1.60661 2.34645
H 5.20382 -1.06309 4.22778
H 3.65617 -0.20107 -0.33881
O 1.32889 0.52100 -0.84931
C 1.02371 1.47856 -1.61628
C 1.19075 1.26019 -3.03268
C 0.83522 2.20792 -3.93947
C 0.30172 3.43123 -3.48500
C 0.15900 3.69081 -2.12085
C 0.52448 2.77103 -1.16009
C 0.46775 3.12323 0.25526
N 0.61506 2.32339 1.30680
C 0.46345 3.08856 2.43378
C 0.23782 4.37982 2.06581
N 0.24327 4.38203 0.70108
H 1.58484 0.29717 -3.32895
H 0.95013 2.03180 -5.00030
H 0.00773 4.18588 -4.20234
H -0.25680 4.64844 -1.83854
H 0.52662 2.67612 3.42548
H 0.08787 5.27268 2.64762
H 0.15171 5.21030 0.13484
O -1.23817 -0.18598 0.72647
S -2.40803 0.78267 1.02725
C -3.82670 -0.33421 1.02272
C -3.75387 -1.41253 2.10190
C -2.74459 -2.53584 1.81426
C -1.48052 -2.42900 2.65985
S 0.08828 -3.08155 1.97510
O 1.00686 -1.86570 1.79137
C -0.36223 -3.66292 0.36278
C -0.82660 -4.97020 0.30259
C -1.22057 -5.48816 -0.92246
C -1.12215 -4.70860 -2.06714
C -0.62753 -3.41130 -1.99222
C -0.24677 -2.87377 -0.77193
C -2.69375 1.64298 -0.49808
C -3.19264 2.93757 -0.44871
C -3.46784 3.59022 -1.64343
C -3.23351 2.95003 -2.85421
C -2.71635 1.65842 -2.88548
C -2.44189 0.99312 -1.70169
H -3.86258 -0.75907 0.01708
H -4.69273 0.31856 1.15430
H -4.75587 -1.84011 2.15480
H -3.58469 -0.96059 3.08315
H -2.49338 -2.52452 0.75473
H -3.21558 -3.49896 2.00777
H -1.58798 -2.95864 3.60758
H -1.22538 -1.39536 2.89211
H -0.87436 -5.58503 1.19435
H -1.58622 -6.50386 -0.98363
H -1.41802 -5.12037 -3.02245
H -0.53612 -2.82208 -2.89564
H 0.13534 -1.86405 -0.70825
H -3.38950 3.42199 0.50083
H -3.88771 4.58735 -1.62769
H -3.47197 3.45695 -3.78034
H -2.55272 1.16587 -3.83514
H -2.05082 -0.01933 -1.69363
```

Net charge ... +3
Multiplicity ... 5
E_HOMO (spin up / spin down) ... -16.19 / -16.21 eV
<S²> ... 6.060

A structure of composition C23H31AsClO6RuS2 at a distorted geometry, computed with ωB97M-V/def2-TZVPD.

```
65
C23H31AsClO6RuS2 | OMol25 | ωB97M-V/def2-TZVPD
Ru 0.24429 -0.49194 -0.32267
C 4.08261 -1.50190 -1.80302
C 3.28399 -1.23988 -0.54648
C 3.37207 -2.42007 0.41436
C 3.76055 0.01253 0.14879
O 1.86755 -1.12042 -0.97284
H 5.14130 -1.57609 -1.54587
H 3.95041 -0.68366 -2.51657
H 3.76669 -2.43678 -2.27591
H 4.41092 -2.54810 0.71765
H 3.02542 -3.34051 -0.06503
H 2.76993 -2.23457 1.30925
H 4.80670 -0.10327 0.43421
H 3.17857 0.18847 1.05319
H 3.66854 0.88089 -0.50232
O -8.31155 -0.65118 1.12019
C -7.69559 -0.73801 -0.07427
O -8.29988 -1.11423 -1.02890
C -6.22587 -0.37768 -0.15551
C -5.48292 0.14623 0.89491
C -4.12145 0.37955 0.75219
C -3.49938 0.09351 -0.45556
S -1.78735 0.48220 -0.66922
C -4.25023 -0.35585 -1.53928
C -5.60623 -0.60221 -1.37781
H -7.73992 -0.28461 1.79254
H -5.93988 0.40372 1.84769
H -3.54860 0.80677 1.56728
H -3.77929 -0.49449 -2.50531
H -6.21610 -0.95488 -2.20631
C 3.51754 4.79791 -1.63034
C 3.98522 4.20524 -0.31338
C 5.33107 4.01067 -0.02446
C 5.73526 3.45665 1.18057
Cl 7.43458 3.21221 1.50112
C 4.80675 3.09194 2.11169
C 3.44762 3.27417 1.83248
C 3.05877 3.82804 0.63691
O 1.72905 4.06330 0.29808
C 0.76567 3.34860 1.02164
C 0.69636 1.88520 0.64750
O 0.43313 1.00056 1.50447
O 0.84637 1.52886 -0.59120
H 4.36157 4.95819 -2.30486
H 3.01176 5.75807 -1.47727
H 2.79358 4.13961 -2.12030
H 6.08231 4.29670 -0.75637
H 5.12569 2.66186 3.05670
H 2.71422 2.97572 2.57777
H -0.18802 3.78142 0.74382
H 0.88780 3.44067 2.09541
C -2.62648 -3.13980 -1.83342
As -2.09754 -3.44354 -0.03030
C -2.09009 -5.33397 0.16672
C -3.34869 -2.79491 1.24781
S -0.10290 -2.75811 0.38946
H -3.69951 -3.27679 -1.91314
H -2.10003 -3.86746 -2.44067
H -2.34435 -2.14131 -2.12967
H -3.10381 -5.67934 -0.00400
H -1.76948 -5.59122 1.16753
H -1.41846 -5.76669 -0.56159
H -4.35992 -2.84125 0.84154
H -3.08515 -1.77827 1.49514
H -3.25518 -3.42651 2.12521
```

Net charge ... +1
Multiplicity ... 5
E_HOMO (spin up / spin down) ... -10.63 / -10.63 eV
<S²> ... 6.031

A structure of composition C24H32BrGeLiN4 at a distorted geometry, computed with ωB97M-V/def2-TZVPD.

```
63
C24H32BrGeLiN4 | OMol25 | ωB97M-V/def2-TZVPD
Li 1.62532 0.83543 -4.41859
C 4.98541 -1.58089 -4.78619
C 3.76749 -0.91155 -5.00728
N 3.32471 0.04034 -4.16211
C 4.00636 0.35012 -3.03300
C 5.16063 -0.33938 -2.61065
C 5.69725 -1.26617 -3.62550
C 5.85573 -0.05435 -1.37805
C 5.23262 0.52396 -0.22109
C 3.93242 0.28437 0.30888
C 3.02825 -0.79564 -0.10232
C 1.78984 -0.88174 0.44104
N 1.42990 -0.02570 1.44151
C 2.33822 0.89503 1.83581
N 3.54238 1.04586 1.38762
H 5.33108 -2.32437 -5.52382
H 3.16481 -1.15395 -5.87501
H 3.53430 1.09639 -2.40122
H 6.60877 -1.79030 -3.33135
H 6.91538 -0.30501 -1.34095
H 5.75056 1.18459 0.47322
H 3.38191 -1.54605 -0.80085
H 1.16727 -1.70296 0.16004
H 2.06667 1.54650 2.68669
Br -4.30174 1.51288 -4.59485
C -2.71439 0.72616 -4.03671
C -2.83774 -0.22731 -2.94465
C -1.69847 -0.69365 -2.37248
C -0.44518 -0.30562 -2.81718
N -0.31042 0.55633 -3.80952
C -1.40948 1.00089 -4.50690
H -3.86721 -0.55580 -2.69336
H -1.76376 -1.35015 -1.54153
H 0.43475 -0.76840 -2.41389
H -1.24326 1.68115 -5.41229
C -5.31366 1.17240 0.86500
C -3.91075 0.63762 0.57908
C -2.88840 1.54990 1.31261
C -1.38134 1.39712 1.10015
Ge -0.43443 -0.13467 1.97314
C -0.37349 0.43518 3.82685
C -1.60854 -0.02578 4.62523
C -2.09503 -1.45597 4.49703
C -3.37463 -1.73737 5.34749
H -6.05996 0.37447 1.05494
H -5.71247 1.78969 0.10799
H -5.27846 1.80924 1.77917
H -3.64875 0.65595 -0.48968
H -3.82756 -0.43542 0.84359
H -3.08615 1.43815 2.37480
H -3.20459 2.57812 1.11583
H -0.90868 2.31179 1.50050
H -1.11864 1.31896 0.03074
H -0.78268 -1.47776 1.45829
H -0.31413 1.60186 3.84617
H 0.53713 -0.06415 4.33456
H -2.46613 0.60215 4.32942
H -1.36879 0.23357 5.67953
H -1.22382 -2.17838 4.74739
H -2.31378 -1.63311 3.47445
H -3.27022 -1.49410 6.39701
H -3.75600 -2.79045 5.29653
H -4.29643 -1.17998 5.01871
```

Net charge ... +2
E_HOMO ... -14.49 eV

A structure of composition C23H55GaNO10, computed with ωB97M-V/def2-TZVPD.

```
90
C23H55GaNO10 | OMol25 | ωB97M-V/def2-TZVPD
C 3.83286 0.46164 -1.11489
O 3.96254 -0.94403 -1.13543
C 4.92362 -1.43364 -2.04138
C 4.53701 -1.29982 -3.52364
C 3.03091 -1.33593 -3.79023
C 2.33195 -2.64902 -3.37730
C 1.50629 -2.58318 -2.06137
C 2.00012 -3.47748 -0.92724
Ga 1.16434 -3.10513 0.91602
C 0.60878 -1.14594 1.08278
C 1.20008 -0.35260 2.25018
C 0.88337 1.13633 2.21032
O 1.90085 1.80029 1.40088
C 1.71462 3.13223 1.26231
C 1.49234 3.58758 -0.15146
O 1.72987 3.89477 2.19896
C -0.53979 -4.25456 0.99317
C -1.58348 -3.87520 -0.02954
O -2.42348 -2.79933 0.47690
C -2.66745 -1.79160 -0.33154
O -3.50786 -0.94974 -0.11371
N 2.23718 -3.68282 2.43920
C 3.24317 -3.04770 2.85285
C 4.30304 -2.38740 1.97188
C 3.53264 -2.87798 4.34110
H 4.39039 0.88279 -0.27177
H 2.77791 0.70232 -0.97369
H 4.17247 0.92152 -2.04845
H 5.04949 -2.48962 -1.79259
H 5.89171 -0.94587 -1.85631
H 4.94855 -0.36926 -3.92774
H 5.00369 -2.12908 -4.06343
H 2.54276 -0.48617 -3.30774
H 2.89974 -1.20076 -4.86905
H 1.65577 -2.91776 -4.19493
H 3.07587 -3.44752 -3.29795
H 1.50070 -1.53367 -1.75129
H 0.47160 -2.83606 -2.31706
H 3.09353 -3.44137 -0.87675
H 1.74476 -4.51849 -1.17543
H 0.86657 -0.61363 0.15753
H -0.48247 -1.10670 1.17657
H 0.88770 -0.75655 3.21614
H 2.29161 -0.41618 2.22576
H 0.91115 1.58461 3.20540
H -0.08583 1.30901 1.73145
H 2.13213 4.43760 -0.38428
H 0.45539 3.89755 -0.27840
H 1.68546 2.79193 -0.86852
H -0.96608 -4.15136 1.99595
H -0.25072 -5.30260 0.87753
H -1.14058 -3.56441 -0.98227
H -2.27903 -4.69255 -0.25626
H -2.02620 -1.75224 -1.22653
H 5.30023 -2.56269 2.38918
H 4.24399 -2.73810 0.94462
H 4.16635 -1.30058 1.97605
H 3.67539 -1.82068 4.58380
H 2.66703 -3.24082 4.89595
H 4.41200 -3.44436 4.66345
C -0.37675 6.84433 -1.37749
O -0.39883 5.49182 -1.80598
H 0.39511 6.93843 -0.61652
H -0.13934 7.51702 -2.20755
H -1.33448 7.12820 -0.93352
H -1.08286 5.38949 -2.47876
C -5.95536 -2.31388 1.76653
O -4.99560 -1.76530 2.65287
H -6.65808 -2.90653 2.34891
H -6.50249 -1.52463 1.24292
H -5.46850 -2.95727 1.02781
H -4.37522 -1.26768 2.10518
C -1.24752 3.61544 4.57609
O -1.50194 2.22427 4.72489
H -0.71416 3.93351 5.46914
H -0.61917 3.82011 3.70530
H -2.17752 4.18806 4.50066
H -1.96360 1.91144 3.94224
C -8.07940 -1.70150 -1.28621
O -8.89144 -2.45162 -0.38860
H -7.15503 -2.25153 -1.44011
H -8.57221 -1.56261 -2.25319
H -7.83448 -0.72269 -0.86616
H -9.70162 -1.95618 -0.24684
C -3.20878 7.24650 -3.36464
O -3.13209 5.87358 -3.73322
H -2.46997 7.38565 -2.58503
H -2.96820 7.90191 -4.20585
H -4.19238 7.50755 -2.96638
H -3.77458 5.69607 -4.42421
```

Net charge ... -1
E_HOMO ... -3.89 eV

A structure of composition C2H2FFeO at a distorted geometry, computed with ωB97M-V/def2-TZVPD.

```
7
C2H2FFeO | OMol25 | ωB97M-V/def2-TZVPD
C 0.24222 -0.35869 -0.71412
C 0.04407 0.79107 -0.05413
O -0.25555 0.81369 1.22987
H 0.65691 -0.59968 -1.68511
F -0.17026 -1.51612 0.00898
H 0.30780 1.73071 -0.55481
Fe -0.82519 -0.86099 1.76931
```

Net charge ... +2
Multiplicity ... 6
E_HOMO (spin up / spin down) ... -22.26 / -23.07 eV
<S²> ... 8.763

A cluster of 3 separate species, C21H38Cl2FN4O6 in total at a distorted geometry, computed with ωB97M-V/def2-TZVPD.

```
72
C21H38Cl2FN4O6 | OMol25 | ωB97M-V/def2-TZVPD
C -0.48413 -2.16866 1.11111
C -1.67380 -2.88793 0.40369
C -1.23625 -3.73101 -0.85032
C -1.46993 -2.98852 -2.21669
C -0.15164 -2.67583 -3.02064
N 0.08270 -3.76482 -3.97122
N -0.27838 -1.42696 -3.85945
C -0.16095 -0.45484 -2.79492
N -1.05253 0.38828 -2.44910
C -0.86680 1.29805 -1.29807
C -0.53058 2.77331 -1.67052
N 1.12352 -0.72419 -2.20381
C 2.28382 -0.08220 -2.81418
Cl 1.78489 1.50200 -3.58370
C 3.42500 0.16849 -1.71776
C 3.93422 1.63794 -1.64764
Cl 2.85028 -0.25669 -0.03908
C 1.09081 -2.20659 -2.11834
C 2.38639 -3.02157 -2.41689
C 2.32044 -4.50401 -1.91555
C 3.05382 -4.62195 -0.55237
F 2.74776 -5.86749 -0.01771
H 0.32891 -2.87126 1.40247
H -0.83699 -1.63387 2.01711
H -0.00840 -1.38475 0.46918
H -2.13548 -3.54617 1.17268
H -2.47000 -2.16603 0.11643
H -0.19090 -4.07251 -0.70352
H -1.86187 -4.64867 -0.85334
H -2.09193 -2.09405 -2.00567
H -2.08440 -3.65923 -2.84990
H -0.30172 -4.62870 -3.60269
H -0.45475 -3.53924 -4.80691
H 0.58772 -1.51053 -4.40093
H -1.90834 0.39973 -2.99959
H -0.14688 0.83691 -0.59242
H -1.83674 1.31010 -0.75519
H 0.55724 2.98150 -1.68015
H -1.03889 3.12676 -2.58751
H -0.93381 3.39844 -0.84171
H 2.74576 -0.66006 -3.63820
H 4.29956 -0.46124 -1.97413
H 3.17965 2.30313 -1.17967
H 4.79347 1.64044 -0.93831
H 4.32509 2.03194 -2.60152
H 0.96750 -2.37061 -1.02217
H 2.56002 -3.04661 -3.51393
H 3.29664 -2.56292 -1.96666
H 2.89575 -5.10963 -2.64979
H 1.30222 -4.93415 -1.91660
H 4.15168 -4.60464 -0.71106
H 2.73022 -3.83225 0.15371
C -2.25538 2.28068 3.55961
C -1.70233 0.93355 3.93205
O -2.30267 0.07129 2.96148
C -2.62364 0.82766 1.88785
O -2.98888 0.38654 0.83943
O -2.47949 2.14459 2.14976
H -1.56184 3.09158 3.76608
H -3.20210 2.49391 4.04789
H -0.61495 0.88031 3.82712
H -1.97442 0.63319 4.94198
C -1.46941 7.07671 4.57834
C -1.38981 6.99268 6.07804
O -2.42563 6.06225 6.39397
C -2.63853 5.29911 5.29781
O -3.31833 4.32329 5.28023
O -1.97566 5.78899 4.22064
H -0.50085 7.25610 4.11499
H -2.17284 7.83971 4.23734
H -0.43511 6.59039 6.42576
H -1.56709 7.95082 6.56280
```

Net charge ... +1
E_HOMO ... -12.58 eV

A cluster of 5 separate species, C4H15NO6 in total at a distorted geometry, computed with ωB97M-V/def2-TZVPD.

```
26
C4H15NO6 | OMol25 | ωB97M-V/def2-TZVPD
C 1.02642 1.39010 0.86892
N -0.14916 0.94187 0.20809
C -1.32682 0.75205 0.89533
O -2.36414 0.41799 0.36858
C -0.03704 0.57790 -1.20600
C 0.40678 -0.88145 -1.48988
O 0.69486 -1.71338 -0.67566
H 1.59015 2.25377 0.48579
H 0.74084 1.58201 1.91488
H 1.89145 0.70097 0.83983
H -1.21605 1.15200 1.90549
H 0.54309 1.37551 -1.66699
H -1.08000 0.25399 -1.49119
H 0.35246 -1.00511 -2.56738
O -1.05143 3.48271 -1.40485
H -0.26852 4.03488 -1.43791
H -0.96768 2.82572 -0.70468
O 1.38405 -3.41201 1.17968
H 0.61294 -2.83930 1.11682
H 1.67380 -3.40903 0.26212
O 1.52966 -1.29277 2.94075
H 1.28723 -1.50666 2.03822
H 2.27057 -1.88923 3.08823
O -2.17720 -1.12631 -1.90902
H -2.48511 -2.01458 -2.11100
H -2.88111 -0.65166 -1.44817
```

E_HOMO ... -9.62 eV

A structure of composition C19H22BrNO3 at a distorted geometry, computed with ωB97M-V/def2-TZVPD.

```
46
C19H22BrNO3 | OMol25 | ωB97M-V/def2-TZVPD
C -7.70239 -0.47849 0.94924
O -6.53477 -1.28459 0.41051
C -5.29634 -0.61135 0.27727
C -5.09924 0.57784 0.58608
C -3.83647 0.93342 0.31575
C -2.91323 0.19472 0.05583
C -3.23995 -1.17282 -0.13967
C -4.44924 -1.52990 -0.28824
O -4.85747 -2.80566 -0.54361
C -3.79054 -3.76439 -0.94114
H -4.40590 -4.46311 -1.07671
H -3.50613 -3.27608 -1.98134
H -3.00148 -4.05169 -0.31808
H -2.32885 -1.58705 -0.62550
C -1.45409 0.75231 -0.27205
N -1.41682 2.18354 0.00999
C 0.06252 2.50486 -0.13194
C 0.59155 2.36018 -1.49258
O 1.21655 1.20576 -1.82128
C 2.23186 0.75533 -1.03527
C 3.08089 1.53047 -0.53178
C 4.16903 1.11360 0.26571
C 4.57822 -0.20792 0.01328
C 3.67148 -1.11191 -0.57200
C 2.57943 -0.47533 -1.53714
H 1.98849 -1.25353 -1.85941
H 3.98497 -2.39255 -0.86229
Br 6.21891 -0.86375 0.69030
H 4.87660 1.62776 0.77003
H 2.95092 2.54509 -0.23632
H -0.14863 2.63847 -2.37142
H 1.38926 3.11666 -1.91063
H 0.69157 2.22411 0.60368
H 0.01212 3.61779 -0.02715
C -2.10152 2.67752 1.02961
C -3.52026 2.74926 0.82600
H -4.09952 2.87478 1.49417
H -3.86845 3.19019 0.20969
H -1.86644 3.85411 1.13852
H -1.88502 2.37311 2.06024
H -0.95592 0.33596 -0.93294
H -0.97056 0.39104 0.90559
H -6.02042 1.23380 1.00385
H -7.98298 0.22987 0.22374
H -7.68550 -0.04780 1.80935
H -8.47089 -1.19278 0.85070
```

E_HOMO ... -8.09 eV

An isolated molecule of C3H6N2O at a distorted geometry, computed with ωB97M-V/def2-TZVPD.

```
12
C3H6N2O | OMol25 | ωB97M-V/def2-TZVPD
O 2.53127 -0.24960 -0.30043
C 1.32739 -0.14105 -0.18629
N 0.60394 1.03118 0.00267
C -0.82377 0.77643 -0.21794
C -0.84584 -0.64482 0.34288
N 0.38239 -1.16230 -0.21202
H 1.04859 1.88984 -0.28838
H -1.08312 0.93672 -1.27923
H -1.45943 1.39098 0.41265
H -0.81349 -0.49024 1.48876
H -1.67736 -1.24615 0.65633
H 0.67991 -2.12158 -0.25545
```

E_HOMO ... -9.41 eV